--- w ---
{
  "formula": "C9H8N2",
  "method": "ωB97M-V/def2-TZVPD",
  "e_homo_ev": -8.66,
  "e_lumo_ev": 0.756,
  "smiles": "c1ccc(-c2ncc[nH]2)cc1",
  "homo_lumo_gap_ev": 9.4,
  "symbols": ["C", "C", "C", "C", "C", "N", "C", "C", "N", "C", "C", "H", "H", "H", "H", "H", "H", "H", "H"],
  "coordinates": [[3.07339, -0.02564, -0.04018], [2.38128, -1.19911, 0.27029], [1.04116, -1.20821, 0.32486], [0.32014, -0.13929, -0.12206], [-1.14656, -0.12117, -0.08228], [-1.93053, -0.84815, -0.95671], [-3.26755, -0.53675, -0.57562], [-3.25609, 0.36792, 0.43428], [-1.94085, 0.63477, 0.69716], [1.04824, 1.05685, -0.47605], [2.37725, 1.08470, -0.44276], [4.40651, 0.01805, 0.02236], [3.07951, -2.17981, 0.53990], [0.51763, -2.11164, 0.43062], [-4.19815, -0.85246, -1.23994], [-4.04686, 0.82467, 1.00907], [-1.68811, 1.15496, 1.62865], [0.44735, 2.12256, -0.79863], [2.78225, 1.95774, -0.62296]]
}

***

--- x ---
{
  "formula": "C9H8N2",
  "method": "ωB97M-V/def2-TZVPD",
  "e_homo_ev": -8.18,
  "e_lumo_ev": 0.723,
  "smiles": "c1ccc(-c2ncc[nH]2)cc1",
  "homo_lumo_gap_ev": 8.9,
  "symbols": ["C", "C", "C", "C", "C", "N", "C", "C", "N", "C", "C", "H", "H", "H", "H", "H", "H", "H", "H"],
  "coordinates": [[3.20369, -0.05213, 0.03370], [2.45435, -1.20661, -0.13928], [1.14343, -1.22132, -0.14452], [0.40440, -0.01206, -0.04811], [-1.06725, 0.02946, 0.00111], [-1.75048, 1.10339, -0.24892], [-3.05515, 0.75193, -0.16135], [-3.13612, -0.59205, 0.11935], [-1.79014, -1.01618, 0.27000], [1.19201, 1.18674, 0.19012], [2.56200, 1.25313, 0.10910], [4.31446, -0.03820, -0.14731], [3.15721, -2.11689, -0.35044], [0.42510, -1.89360, -0.17710], [-3.79899, 1.38234, -0.27409], [-3.91383, -1.14075, 0.16717], [-1.47852, -2.02134, 0.39622], [0.77688, 2.20169, 0.15438], [3.09389, 2.19380, 0.32288]]
}

***

Least stable = w

***

--- w ---
{
  "formula": "C9H8N2",
  "method": "ωB97M-V/def2-TZVPD",
  "e_homo_ev": -7.89,
  "e_lumo_ev": 0.848,
  "smiles": "c1ccc(-c2ccc[nH]2)nc1",
  "homo_lumo_gap_ev": 8.7,
  "symbols": ["C", "C", "C", "C", "C", "C", "C", "C", "N", "N", "C", "H", "H", "H", "H", "H", "H", "H", "H"],
  "coordinates": [[0.05747, 1.32753, 2.95977], [-1.04766, 1.43721, 2.10008], [-1.07181, 0.86412, 0.82031], [0.13424, 0.19760, 0.44658], [0.18182, -0.40353, -0.89214], [1.28302, -0.88592, -1.64573], [0.81078, -1.39109, -2.81994], [-0.52107, -1.32132, -2.89331], [-0.95964, -0.66563, -1.67210], [1.13688, 0.09471, 1.18975], [1.12297, 0.66724, 2.36939], [-0.02030, 1.77099, 4.03814], [-1.79296, 1.90566, 2.57139], [-1.83528, 0.89174, 0.27989], [2.38568, -0.64669, -1.38942], [1.32884, -1.83028, -3.52183], [-1.33509, -1.56942, -3.49933], [-1.98698, -0.82818, -1.51777], [2.12909, 0.38525, 3.07625]]
}

***

--- x ---
{
  "formula": "C9H8N2",
  "method": "ωB97M-V/def2-TZVPD",
  "e_homo_ev": -8.55,
  "e_lumo_ev": 0.903,
  "smiles": "c1ccc(-c2ncc[nH]2)cc1",
  "homo_lumo_gap_ev": 9.4,
  "symbols": ["C", "C", "C", "C", "C", "N", "C", "C", "N", "C", "C", "H", "H", "H", "H", "H", "H", "H", "H"],
  "coordinates": [[-1.40623, -2.57379, 0.95566], [-1.25395, -2.30481, -0.34017], [-0.56908, -1.17828, -0.83308], [-0.09536, -0.35386, 0.15225], [0.76111, 0.90698, -0.37476], [1.99160, 1.14312, -0.35666], [2.19458, 2.37002, -0.84261], [0.95295, 2.95951, -1.19523], [0.05128, 1.99212, -0.78727], [-0.15456, -0.53036, 1.50853], [-0.97169, -1.65509, 1.91349], [-1.91301, -3.39847, 1.12461], [-1.41057, -2.80229, -1.04815], [-0.29161, -1.15703, -1.93414], [3.04024, 2.56731, -0.96817], [0.66508, 3.82453, -1.42275], [-0.92834, 1.94384, -0.94027], [0.34497, 0.14511, 2.42627], [-1.00741, -1.89854, 2.96245]]
}

***

Least stable = x

***

--- w ---
{
  "formula": "C2H3N3O3",
  "method": "ωB97M-V/def2-TZVPD",
  "e_homo_ev": -9.78,
  "e_lumo_ev": -0.005,
  "smiles": "O=c1nc(O)n(O)[nH]1",
  "homo_lumo_gap_ev": 9.8,
  "symbols": ["O", "C", "N", "C", "O", "N", "O", "N", "H", "H", "H"],
  "coordinates": [[-2.79538, -0.43006, -0.08308], [-1.65351, -0.39944, -0.08010], [-0.70064, -1.55289, -0.09384], [0.45124, -0.94548, 0.06486], [1.63046, -1.61714, -0.02201], [0.35249, 0.44685, 0.31084], [1.28340, 1.12553, -0.30755], [-0.97416, 0.78932, -0.12698], [2.26127, -0.92522, -0.41261], [1.50312, 1.86419, 0.35150], [-1.35828, 1.64434, 0.39899]]
}

***

--- x ---
{
  "formula": "C2H3N3O3",
  "method": "ωB97M-V/def2-TZVPD",
  "e_homo_ev": -8.96,
  "e_lumo_ev": 0.627,
  "smiles": "[H]/N=c1\\oc(O)nn1O",
  "homo_lumo_gap_ev": 9.6,
  "symbols": ["H", "N", "C", "O", "C", "O", "N", "N", "O", "H", "H"],
  "coordinates": [[2.23347, 1.69399, -0.82416], [1.60358, 1.53882, 0.01774], [0.86969, 0.57089, -0.10386], [0.54336, -0.24170, -1.17866], [-0.57677, -0.91624, -0.85155], [-1.15743, -1.82211, -1.74730], [-1.00594, -0.84295, 0.35793], [-0.03556, 0.08610, 0.94655], [-0.62798, 0.96921, 1.84330], [-1.88802, -2.08264, -1.10791], [0.04160, 1.04664, 2.64794]]
}

***

Least stable = x

***

--- w ---
{
  "formula": "C2H3N3O3",
  "method": "ωB97M-V/def2-TZVPD",
  "e_homo_ev": -10.91,
  "e_lumo_ev": -0.707,
  "homo_lumo_gap_ev": 10.2,
  "symbols": ["C", "C", "H", "H", "H", "N", "N", "N", "O", "O", "O"],
  "coordinates": [[1.40215, -2.23304, -0.24457], [-0.54430, 0.52571, 0.80008], [1.67124, -2.04632, -1.57328], [2.35694, -2.08931, 0.56397], [0.84971, -3.23701, 0.03280], [0.40933, -0.14034, 0.03778], [-0.17992, 1.80214, -0.87483], [-0.66278, 1.84671, 0.21382], [0.18174, -1.61206, -0.17175], [0.34998, 0.64585, -1.19916], [-1.40564, 0.09835, 1.62167]]
}

***

--- x ---
{
  "formula": "C2H3N3O3",
  "method": "ωB97M-V/def2-TZVPD",
  "e_homo_ev": -9.08,
  "e_lumo_ev": -0.094,
  "homo_lumo_gap_ev": 9.0,
  "symbols": ["C", "C", "H", "H", "H", "N", "N", "N", "O", "O", "O"],
  "coordinates": [[0.86032, 0.11244, 0.41304], [-1.23488, -0.31719, 0.76248], [2.18811, 1.65856, -1.69536], [0.41437, 0.23359, -2.19518], [-2.86459, -1.29931, 0.89632], [1.71404, 0.52502, -1.59198], [1.74646, 0.72034, -0.07115], [-0.65639, -0.61509, 1.86538], [0.75510, -0.46375, 1.52967], [-2.58415, -0.40573, 0.32435], [-0.33839, -0.14889, -0.23758]]
}

***

Least stable = w

***

--- w ---
{
  "formula": "C2H3N3O3",
  "method": "ωB97M-V/def2-TZVPD",
  "e_homo_ev": -9.54,
  "e_lumo_ev": 0.003,
  "homo_lumo_gap_ev": 9.5,
  "symbols": ["C", "C", "H", "H", "H", "N", "N", "N", "O", "O", "O"],
  "coordinates": [[-1.33707, -0.77601, 1.01224], [0.20846, -0.71278, -0.39960], [0.34148, 2.85050, -0.54944], [1.84015, 1.78228, 0.01940], [1.05980, -2.09579, -1.52344], [0.73978, 1.71631, -0.09403], [-0.06242, 0.69011, -0.04665], [-0.58294, -1.56338, 0.20884], [-0.85091, 0.44944, 1.22029], [-2.33579, -1.27376, 1.56278], [0.97946, -1.06693, -1.41038]]
}

***

--- x ---
{
  "formula": "C2H3N3O3",
  "method": "ωB97M-V/def2-TZVPD",
  "e_homo_ev": -9.44,
  "e_lumo_ev": 0.502,
  "smiles": "N=C1NOC(=O)ON1",
  "homo_lumo_gap_ev": 9.9,
  "symbols": ["N", "C", "N", "O", "C", "O", "O", "N", "H", "H", "H"],
  "coordinates": [[-1.29501, 2.30279, 0.51325], [-0.62006, 1.18943, 0.34383], [0.62878, 0.82596, 0.53855], [1.07915, -0.42003, 0.68392], [0.61297, -1.24929, -0.36748], [1.42161, -2.03433, -0.81275], [-0.48982, -0.83312, -0.87390], [-1.38156, 0.00115, -0.07898], [-0.66978, 3.04065, 0.97885], [1.31732, 1.62404, 0.81852], [-2.35789, 0.08503, -0.44343]]
}

***

Least stable = x

***

--- w ---
{
  "formula": "C4H38NO13",
  "method": "ωB97M-V/def2-TZVPD",
  "e_homo_ev": -13.98,
  "total_charge": 1,
  "e_lumo_ev": -2.345,
  "homo_lumo_gap_ev": 11.6,
  "symbols": ["C", "C", "N", "C", "C", "H", "H", "H", "H", "H", "H", "H", "H", "H", "H", "H", "H", "H", "H", "O", "H", "H", "O", "H", "H", "O", "H", "H", "O", "H", "H", "O", "H", "H", "O", "H", "H", "O", "H", "H", "O", "H", "H", "O", "H", "H", "O", "H", "H", "O", "H", "H", "O", "H", "H", "O"],
  "coordinates": [[0.38025, -0.27455, 0.51244], [0.94025, -0.09184, -0.86280], [0.81098, 1.34922, -1.31591], [2.15124, 2.07416, -1.36385], [2.70264, 2.28895, 0.01167], [-0.67944, -0.05326, 0.56228], [0.91872, 0.35474, 1.28277], [0.47589, -1.33713, 0.82548], [2.06308, -0.36811, -0.90936], [0.37102, -0.68794, -1.68656], [0.13693, 1.80135, -0.68790], [0.36499, 1.39701, -2.31501], [2.01734, 3.06148, -1.91364], [2.79056, 1.51491, -2.03219], [2.99817, 1.39313, 0.52344], [3.60911, 2.91566, 0.01680], [2.01675, 2.82022, 0.65830], [-3.03726, 0.21729, -0.36383], [-2.41829, -0.95022, -1.12799], [-2.84258, -0.11060, -1.26885], [-2.88746, -0.20350, 1.58641], [-3.80178, 1.06298, 1.68744], [-2.97744, 0.71958, 1.28257], [2.69609, -2.74488, -3.12833], [1.67880, -2.60757, -1.98584], [2.18477, -2.10831, -2.65599], [-0.81598, -2.76647, -0.72572], [-2.32102, -3.19276, -0.94361], [-1.77830, -2.46628, -0.55294], [-2.15436, -2.16476, 1.11281], [-1.74964, -1.98424, 2.55831], [-2.46299, -1.78571, 1.92835], [-2.05908, 2.25168, -3.18830], [-2.04452, 1.23872, -2.05359], [-1.61376, 1.95942, -2.40825], [-0.29928, 3.23626, 1.38899], [-0.11881, 4.13820, 2.59392], [0.26768, 3.36568, 2.17725], [0.72981, -0.31266, 3.23617], [1.49314, -1.17891, 4.20228], [1.33281, -1.03891, 3.30052], [1.52042, -2.44278, 2.30168], [2.49460, -3.47927, 1.90988], [1.67601, -3.15456, 1.67736], [-1.22368, 0.84383, 2.74752], [-0.04801, 1.84270, 2.92280], [-0.37068, 0.99651, 3.21494], [0.73816, -4.33574, -0.91282], [1.07222, -3.27656, 0.12713], [0.72317, -3.37370, -0.81339], [1.31369, 0.18199, -4.58110], [1.68264, -0.62871, -3.37434], [1.36848, 0.24167, -3.67800], [-1.93457, 1.87722, 0.57921], [-1.67274, 2.78306, -0.67639], [-1.33710, 2.54997, 0.19763]]
}

***

--- x ---
{
  "formula": "C4H38NO13",
  "method": "ωB97M-V/def2-TZVPD",
  "e_homo_ev": -13.71,
  "total_charge": 1,
  "e_lumo_ev": -2.464,
  "homo_lumo_gap_ev": 11.2,
  "symbols": ["C", "C", "N", "C", "C", "H", "H", "H", "H", "H", "H", "H", "H", "H", "H", "H", "H", "H", "H", "O", "H", "H", "O", "H", "H", "O", "H", "H", "O", "H", "H", "O", "H", "H", "O", "H", "H", "O", "H", "H", "O", "H", "H", "O", "H", "H", "O", "H", "H", "O", "H", "H", "O", "H", "H", "O"],
  "coordinates": [[-1.89150, -1.58566, -2.66982], [-0.54479, -1.26288, -2.08557], [-0.46384, -1.63190, -0.65459], [-0.20702, -3.05221, -0.20269], [-1.28816, -4.04802, -0.47419], [-2.51023, -0.70199, -2.80338], [-2.55098, -2.11948, -1.96114], [-1.86030, -2.02627, -3.67003], [0.23885, -1.82293, -2.60662], [-0.24513, -0.22954, -2.17578], [-1.19983, -1.18271, -0.04308], [0.41993, -1.28944, -0.25160], [0.03467, -2.93605, 0.86571], [0.76009, -3.32153, -0.70588], [-1.03457, -5.10792, -0.40149], [-2.05417, -3.82242, 0.29471], [-1.74941, -4.14449, -1.46035], [1.23215, 0.33089, 1.06097], [1.46482, 1.30355, -0.06893], [1.48536, 0.34605, 0.13843], [0.39616, 0.69791, 3.18606], [-0.29978, 0.92037, 4.61715], [0.24728, 0.36226, 4.07096], [2.74877, -0.35373, -3.37347], [2.51665, 0.50589, -1.96645], [2.18070, 0.00192, -2.70755], [-0.70107, 3.71592, -0.44072], [-1.36727, 4.60047, 0.70498], [-0.57396, 4.16909, 0.41034], [1.24748, 2.98519, 2.46939], [0.49676, 3.06241, 1.21741], [0.91207, 2.38354, 1.78986], [3.47056, 0.62985, 0.95956], [3.62321, 0.43518, 2.43722], [3.50866, -0.06824, 1.62127], [-0.50344, -0.66838, 1.81228], [-0.74229, 0.81168, 1.32140], [-1.16093, -0.04983, 1.44673], [-3.73642, 1.37014, -0.58460], [-3.73493, 0.71560, -1.93480], [-3.32789, 1.43847, -1.45422], [-1.27868, 2.05302, -1.80703], [-1.60330, 3.24499, -2.81593], [-1.04169, 2.93479, -2.10471], [-2.84326, -0.74491, 0.48335], [-4.24369, -0.67807, 1.23420], [-3.79709, -0.69924, 0.38490], [2.19143, 3.59839, -1.01870], [1.25550, 2.63076, -1.86884], [1.88426, 2.69700, -1.13890], [3.69507, -1.91194, 0.73196], [3.04633, -1.60858, -0.50945], [2.97289, -2.21260, 0.16611], [0.52967, -1.36068, 3.33330], [1.64450, -2.07659, 2.54816], [0.69275, -1.91712, 2.55917]]
}

***

Least stable = x